Record 1
Below is an isolated ion of composition C4N2O3S and charge -2 in a non-equilibrium geometry, with properties calculated with ωB97M-V with the def2-TZVPD basis set.

Structure (XYZ):
```
10
Properties=species:S:1:pos:R:3:forces:R:3:lowdin_charge:R:1
C -2.120821 0.439625 -0.386134 -0.26 1.31 0.20 -0.40
C 1.285193 1.083071 0.433339 1.13 1.70 -0.16 -0.36
C 1.588733 -0.179815 0.254219 0.31 1.22 -0.43 -0.94
C -0.453760 -1.181980 0.042416 -0.05 0.66 0.40 -0.66
N -0.975284 0.196667 -0.328312 2.04 -0.88 -0.38 0.20
N 0.762238 -1.245260 0.362227 0.80 -1.50 0.61 0.03
O -3.181008 0.922730 -0.396985 -2.38 0.32 -0.25 0.08
O 1.282671 2.284776 0.520516 -0.59 -0.98 0.33 -0.02
O -1.320472 -2.031676 0.096751 -1.91 -1.78 -0.15 -0.07
S 3.132514 -0.288142 -0.598041 0.91 -0.08 -0.17 0.15
```
Positions in Å, forces in eV/Å.

Computed properties:
* multiplicity: 1
* total charge: -2
* gap between HOMO and LUMO: 4.4 eV
* highest occupied orbital energy: 1.6 eV
* LUMO: 0.219 hartree
* ΔE to the lowest compared entry with this formula, charge and spin: 134.43 kJ/mol

***

Record 2
Below is C2H3AlClMg as an isolated structure in a non-equilibrium geometry, with properties calculated with ωB97M-V with the def2-TZVPD basis set.

Structure (XYZ):
```
8
Properties=species:S:1:pos:R:3:forces:R:3:lowdin_charge:R:1
C 1.943333 -0.084964 0.239115 1.31 0.69 -0.97 -0.03
C 0.736846 -0.058535 0.398688 -1.18 -0.49 -0.61 -0.24
Al -1.312399 -0.103360 0.332757 -1.11 1.07 1.08 -0.09
Cl -1.796959 2.027483 0.220951 0.43 -0.79 -0.26 0.15
H 2.935765 0.292667 0.158589 0.60 -0.28 0.42 0.06
H -1.639341 -0.842813 -1.067921 1.03 -0.09 -0.94 -0.06
H -1.922110 -0.835238 1.585465 0.24 -0.13 -0.19 -0.08
Mg 1.054865 -0.395239 -1.867644 -1.32 0.01 1.47 1.29
```
Positions in Å, forces in eV/Å.

Computed properties:
* multiplicity: 1
* total charge: +1
* gap between HOMO and LUMO: 5.1 eV
* highest occupied orbital energy: -13.4 eV
* LUMO: -0.305 hartree

***

Record 3
Below is C16H15N3O11Ti as an isolated structure, with properties calculated with ωB97M-V with the def2-TZVPD basis set.

Structure (XYZ):
```
46
Properties=species:S:1:pos:R:3:forces:R:3:mulliken_spin:R:1
Ti -0.058937 0.625678 -0.086509 0.40 0.09 0.44 0.49
O 1.649765 -3.533683 -1.996043 0.04 0.11 -0.01 0.01
C 0.927988 -2.413392 -1.689653 -0.22 -0.50 0.26 0.01
O -0.126602 -2.520060 -1.106954 0.00 0.11 -0.09 0.05
C 1.547602 -1.181057 -2.148029 0.21 0.58 -0.14 0.18
C 2.636049 -1.225083 -3.025836 -0.12 -0.16 0.09 -0.07
C 3.108627 -0.075132 -3.611478 -0.12 0.27 0.03 0.15
C 2.441094 1.126404 -3.320362 0.28 -0.05 -0.15 -0.04
C 1.426762 1.132721 -2.410532 -0.16 -0.25 0.14 0.10
N 0.977795 0.007337 -1.765998 0.17 -0.25 -0.49 0.07
C 0.694395 2.400062 -2.057076 -0.29 0.09 0.43 0.01
O 0.932882 3.460953 -2.580240 0.10 -0.04 -0.21 0.02
O -0.228057 2.195588 -1.141269 0.12 0.01 -0.18 0.00
H 1.105261 -4.262638 -1.670249 0.01 -0.03 -0.01 0.00
H 3.067577 -2.187933 -3.257300 -0.01 0.01 0.00 0.00
H 3.942133 -0.102962 -4.299377 0.00 0.01 0.00 0.02
H 2.696784 2.070561 -3.782066 0.03 -0.02 0.00 0.00
O 2.982564 2.537747 1.905939 0.02 0.02 -0.01 0.00
C 2.395476 1.544492 1.527155 -0.02 -0.10 -0.06 0.00
O 1.749612 1.412755 0.410774 -0.05 0.16 -0.05 -0.01
C 2.429474 0.254208 2.343925 -0.04 0.01 -0.03 0.00
C 2.500641 -0.945732 1.387480 -0.09 -0.01 0.08 0.02
C 2.906677 -2.217127 2.126528 -0.02 -0.04 -0.02 0.00
C 1.634794 -2.501193 2.964730 -0.01 -0.01 -0.02 0.00
C 0.699992 -1.383543 2.495392 0.01 -0.01 -0.01 0.00
O 1.099990 -1.199113 1.113771 -0.11 0.08 -0.17 -0.01
C 1.106298 -0.047591 3.123750 0.03 -0.02 -0.02 0.00
C -0.034641 0.955580 2.949849 0.03 -0.06 -0.23 0.00
O -0.451964 1.588148 3.893445 -0.02 0.07 0.09 0.00
O -0.547992 0.991016 1.747633 -0.25 0.11 0.11 0.00
H 3.274097 0.297868 3.027455 0.05 0.01 0.00 0.00
H 3.013353 -0.747389 0.451908 0.04 -0.01 -0.02 -0.01
H 3.803536 -2.075368 2.728547 0.00 0.03 0.01 0.00
H 3.095016 -3.018732 1.411917 0.01 -0.01 0.01 0.00
H 1.807388 -2.442602 4.039220 0.01 -0.01 0.00 0.00
H 1.217522 -3.483370 2.741754 0.00 0.01 -0.02 0.00
H -0.362674 -1.588944 2.521360 0.00 -0.02 -0.01 0.00
H 1.297795 -0.137438 4.189757 -0.02 0.00 0.05 0.00
N -2.015601 -2.213775 1.073350 -0.04 0.07 -0.07 0.00
N -3.022909 -1.809984 0.193267 0.15 0.04 0.06 0.00
C -2.814186 -0.783902 -0.722782 0.01 0.36 -0.11 0.01
O -3.655412 -0.610690 -1.585884 0.01 -0.07 -0.11 0.01
O -1.745374 -0.059534 -0.571337 -0.09 -0.39 0.40 -0.01
H -2.442866 -2.548554 1.923869 0.01 -0.05 0.03 0.00
H -1.402064 -2.904280 0.655207 -0.01 -0.03 0.00 0.00
H -3.625160 -2.514417 -0.199510 -0.07 -0.12 0.00 0.00
```
Positions in Å, forces in eV/Å.

Computed properties:
* multiplicity: 2
* total charge: -1
* gap between HOMO and LUMO (spin up / spin down): 5.5 / 8.5 eV
* highest occupied orbital energy (spin up / spin down): -3.6 / -6.5 eV
* LUMO (spin up / spin down): 0.070 / 0.074 hartree
* <S²>: 0.7690
* ΔE to the lowest compared entry with this formula, charge and spin: 79.81 kJ/mol

***

| no. | E (eV) |
| --- | --- |
| 1 | -24104.0599 |
| 2 | -26677.6569 |
| 3 | -66951.2076 |